Entry 1:
A structure of composition C43H64CdN9O5SSi4Te in a non-equilibrium geometry. Source: the Open Molecules 2025 dataset; level of theory: wB97M-V/def2-TZVPD.

Summary:
- ΔE to the lowest compared entry with this formula, charge and spin: 0.0 kcal per mole
- Kohn-Sham gap: 0.1955 Eh
- Multiplicity: 1
- Total charge: -1
- HOMO level: -0.1369 hartree

Atoms and positions in Å:
Cd (-0.084, -1.432, -1.012)
O (-4.149, -2.713, -0.473)
C (-2.907, -2.728, -0.436)
N (-2.085, -2.368, -1.423)
C (-2.754, -1.934, -2.620)
C (-2.018, -2.305, -3.883)
C (-2.637, -2.153, -5.128)
C (-1.969, -2.538, -6.270)
C (-0.690, -3.071, -6.155)
C (-0.144, -3.160, -4.888)
N (-0.782, -2.786, -3.782)
C (-2.254, -3.348, 0.781)
C (-3.068, -3.770, 1.840)
C (-2.503, -4.453, 2.891)
C (-1.137, -4.744, 2.848)
C (-0.421, -4.323, 1.746)
N (-0.955, -3.651, 0.728)
H (-2.877, -0.837, -2.626)
H (-3.766, -2.353, -2.648)
H (-3.634, -1.734, -5.184)
H (-2.427, -2.432, -7.246)
H (-0.129, -3.391, -7.023)
H (0.857, -3.559, -4.741)
H (-4.116, -3.512, 1.808)
H (-3.102, -4.768, 3.738)
H (-0.653, -5.294, 3.644)
H (0.641, -4.543, 1.663)
C (2.889, -0.592, 6.608)
C (2.851, -0.445, 5.111)
C (1.888, -1.101, 4.352)
C (1.828, -0.926, 2.978)
C (2.730, -0.082, 2.354)
C (3.731, 0.535, 3.086)
C (3.785, 0.356, 4.458)
S (2.584, 0.180, 0.590)
O (1.522, 1.125, 0.343)
O (3.881, 0.633, 0.110)
N (2.157, -1.235, -0.013)
C (3.069, -2.256, -0.036)
C (4.341, -2.225, 0.536)
C (5.219, -3.309, 0.422)
C (4.874, -4.454, -0.241)
C (3.589, -4.558, -0.809)
C (3.144, -5.716, -1.486)
C (1.864, -5.774, -1.959)
C (1.028, -4.654, -1.794)
N (1.421, -3.554, -1.206)
C (2.670, -3.476, -0.700)
H (2.020, -1.143, 6.966)
H (2.894, 0.389, 7.085)
H (3.789, -1.123, 6.925)
H (1.171, -1.751, 4.837)
H (1.083, -1.438, 2.390)
H (4.456, 1.149, 2.566)
H (4.550, 0.865, 5.035)
H (4.663, -1.333, 1.047)
H (6.202, -3.220, 0.869)
H (5.566, -5.283, -0.331)
H (3.831, -6.544, -1.619)
H (1.483, -6.659, -2.450)
H (0.005, -4.652, -2.151)
N (1.860, -1.101, -2.887)
C (1.498, -0.517, -4.159)
C (2.594, 0.354, -4.815)
C (3.414, 1.209, -3.831)
C (2.658, 2.252, -2.961)
N (1.450, 2.834, -3.544)
C (1.394, 3.402, -4.738)
N (0.224, 3.456, -5.368)
N (2.513, 3.940, -5.276)
C (0.191, 0.288, -4.027)
O (-0.271, 0.747, -5.112)
O (-0.251, 0.486, -2.888)
H (2.073, -0.402, -2.185)
H (2.653, -1.727, -2.961)
H (1.263, -1.327, -4.852)
H (2.130, 0.961, -5.595)
H (3.311, -0.301, -5.321)
H (4.199, 1.708, -4.404)
H (3.906, 0.532, -3.129)
H (3.345, 3.060, -2.697)
H (2.340, 1.784, -2.030)
H (0.586, 2.387, -3.237)
H (-0.324, 2.552, -5.235)
H (0.217, 3.844, -6.297)
H (3.274, 4.169, -4.659)
H (2.408, 4.516, -6.092)
C (-1.804, 0.167, 4.802)
Si (-2.980, 1.385, 3.932)
C (-4.572, 0.402, 3.570)
C (-3.460, 2.661, 5.274)
Si (-2.012, 2.099, 1.873)
Te (-1.401, -0.171, 0.990)
Si (-3.790, 3.143, 0.698)
C (-5.027, 1.891, -0.017)
C (-4.847, 4.331, 1.761)
C (-3.215, 4.221, -0.770)
Si (-0.396, 3.765, 2.307)
C (-1.133, 5.354, 3.079)
C (0.523, 4.329, 0.744)
C (0.922, 3.153, 3.527)
H (-2.202, -0.239, 5.735)
H (-0.842, 0.636, 5.019)
H (-1.610, -0.667, 4.124)
H (-4.797, -0.327, 4.351)
H (-4.445, -0.143, 2.631)
H (-5.439, 1.057, 3.460)
H (-3.890, 2.166, 6.147)
H (-4.197, 3.371, 4.894)
H (-2.592, 3.235, 5.605)
H (-5.571, 1.387, 0.784)
H (-4.503, 1.114, -0.578)
H (-5.761, 2.353, -0.682)
H (-5.325, 3.796, 2.585)
H (-5.632, 4.806, 1.170)
H (-4.233, 5.120, 2.200)
H (-2.554, 3.652, -1.427)
H (-2.658, 5.094, -0.420)
H (-4.054, 4.579, -1.371)
H (-1.830, 5.837, 2.391)
H (-0.357, 6.081, 3.330)
H (-1.687, 5.126, 3.992)
H (-0.166, 4.793, 0.035)
H (0.957, 3.449, 0.265)
H (1.328, 5.037, 0.953)
H (0.477, 2.819, 4.468)
H (1.681, 3.903, 3.761)
H (1.425, 2.296, 3.083)

---

Entry 2:
A structure of composition C49H48N2O4PS2Sr in a non-equilibrium geometry. Source: the Open Molecules 2025 dataset; level of theory: wB97M-V/def2-TZVPD.

Summary:
- Kohn-Sham gap: 0.2934 Eh
- Multiplicity: 1
- Total charge: -1
- HOMO level: -0.2058 hartree

Atoms and positions in Å:
Sr (-0.484, -0.059, -1.058)
C (3.434, -0.693, 4.623)
C (3.431, -1.324, 3.236)
C (4.742, -2.121, 2.987)
O (2.262, -2.025, 2.889)
C (1.541, -1.457, 1.779)
C (2.357, -0.191, 1.411)
O (3.438, -0.190, 2.237)
C (2.806, -0.271, -0.074)
O (1.724, -0.492, -0.960)
C (3.540, 1.004, -0.520)
C (3.907, 1.152, -1.881)
C (4.729, 2.147, -2.337)
C (5.108, 3.156, -1.424)
C (4.625, 3.112, -0.150)
C (3.822, 2.030, 0.333)
C (3.861, -1.499, -0.307)
C (5.246, -1.272, -0.145)
C (6.155, -2.255, -0.524)
C (5.688, -3.536, -0.808)
C (4.298, -3.767, -0.813)
C (3.403, -2.756, -0.643)
C (0.012, -1.288, 2.113)
O (-0.519, -0.466, 1.147)
C (-0.641, -2.671, 2.134)
C (-2.021, -2.724, 2.037)
C (-2.648, -3.970, 2.016)
C (-2.000, -5.124, 2.308)
C (-0.580, -5.086, 2.382)
C (0.057, -3.883, 2.292)
C (-0.265, -0.790, 3.528)
C (-0.549, 0.572, 3.760)
C (-1.075, 0.973, 5.024)
C (-1.174, 0.074, 6.140)
C (-0.748, -1.253, 5.912)
C (-0.330, -1.668, 4.661)
H (3.337, -1.495, 5.332)
H (2.653, 0.044, 4.810)
H (4.451, -0.177, 4.740)
H (4.920, -2.940, 3.683)
H (5.659, -1.528, 3.111)
H (4.739, -2.493, 1.949)
H (1.568, -2.135, 0.940)
H (1.830, 0.734, 1.575)
H (3.550, 0.407, -2.615)
H (5.090, 2.239, -3.365)
H (5.663, 4.051, -1.737)
H (4.754, 3.979, 0.403)
H (3.499, 1.999, 1.335)
H (5.594, -0.276, 0.173)
H (7.269, -2.162, -0.346)
H (6.404, -4.407, -0.902)
H (4.012, -4.828, -0.986)
H (2.334, -2.841, -0.945)
H (-2.639, -1.813, 1.804)
H (-3.724, -3.949, 1.914)
H (-2.587, -6.080, 2.506)
H (-0.069, -6.005, 2.653)
H (1.158, -3.883, 2.280)
H (-0.512, 1.272, 2.968)
H (-1.398, 1.993, 5.094)
H (-1.482, 0.478, 7.099)
H (-0.759, -1.957, 6.721)
H (-0.084, -2.710, 4.511)
S (-4.734, 2.561, -1.824)
P (-2.860, 2.645, -2.508)
S (-2.176, 0.964, -3.364)
C (-1.725, 3.008, -1.102)
C (-0.376, 2.910, -1.409)
C (0.515, 3.419, -0.521)
C (0.089, 4.007, 0.699)
C (-1.241, 3.960, 1.006)
C (-2.141, 3.426, 0.129)
C (-2.626, 4.158, -3.576)
C (-2.794, 4.163, -4.952)
C (-2.762, 5.306, -5.765)
C (-2.429, 6.498, -5.141)
C (-2.242, 6.613, -3.748)
C (-2.437, 5.452, -3.003)
H (-0.167, 2.498, -2.388)
H (1.538, 3.346, -0.733)
H (0.742, 4.338, 1.515)
H (-1.482, 4.237, 1.993)
H (-3.154, 3.396, 0.396)
H (-3.060, 3.218, -5.458)
H (-2.917, 5.238, -6.824)
H (-2.321, 7.382, -5.780)
H (-2.138, 7.631, -3.349)
H (-2.562, 5.414, -1.848)
N (-1.347, -2.487, -1.912)
C (-2.477, -2.325, -2.168)
N (-3.692, -2.230, -2.540)
C (-4.496, -1.428, -1.611)
C (-5.990, -1.771, -1.700)
C (-6.421, -1.957, -3.181)
C (-5.314, -1.362, -4.130)
C (-4.055, -2.122, -3.960)
H (-4.322, -0.351, -1.674)
H (-4.119, -1.690, -0.648)
H (-6.472, -0.971, -1.192)
H (-6.136, -2.729, -1.175)
H (-7.403, -1.542, -3.436)
H (-6.422, -3.032, -3.332)
H (-5.188, -0.341, -3.776)
H (-5.556, -1.488, -5.187)
H (-3.267, -1.718, -4.538)
H (-4.249, -3.154, -4.294)

---

Entry 3:
An isolated molecule of H3IP2S2 in a non-equilibrium geometry. Source: the Open Molecules 2025 dataset; level of theory: wB97M-V/def2-TZVPD.

Summary:
- ΔE to the lowest compared entry with this formula, charge and spin: 16.2 kcal per mole
- Kohn-Sham gap: 0.3152 Eh
- Multiplicity: 1
- HOMO level: -0.3309 hartree

Atoms and positions in Å:
P (1.311, -1.304, -0.934)
P (-0.346, 0.000, -0.066)
S (-2.086, -0.600, -0.637)
S (0.159, 1.995, -0.455)
I (3.130, -0.071, 0.076)
H (1.069, -1.780, 0.219)
H (0.071, 0.233, 1.292)
H (0.050, 1.816, -1.786)

---

Entry 4:
A structure of composition C30H44BCa3Cl2F12IN3O11S2 in a non-equilibrium geometry. Source: the Open Molecules 2025 dataset; level of theory: wB97M-V/def2-TZVPD.

Summary:
- Kohn-Sham gap: 0.0514 Eh
- Multiplicity: 1
- Total charge: +1
- HOMO level: -0.3605 hartree

Atoms and positions in Å:
C (0.847, 1.321, 3.468)
C (0.866, 1.175, 2.147)
C (-0.164, 1.901, 1.324)
C (0.057, 1.998, -0.203)
C (0.902, 0.834, -0.698)
C (0.911, 0.621, -2.205)
C (2.173, -0.138, -2.624)
O (-1.242, 1.741, -0.783)
C (-2.205, 2.744, -0.545)
O (-3.242, 2.494, -1.427)
C (-1.799, 4.232, -0.752)
I (-2.000, 4.664, -2.904)
C (-2.838, 5.009, 0.041)
C (-3.745, 6.029, -0.619)
O (-4.847, 5.775, -0.894)
Cl (-3.169, 7.675, -0.915)
N (-0.306, 4.542, -0.439)
C (-0.121, 5.287, 0.866)
Cl (-0.403, 6.973, 0.459)
C (1.207, 5.334, 1.589)
C (1.547, 4.139, 2.577)
C (0.488, 3.329, -0.837)
C (1.982, 3.508, -1.026)
C (2.415, 4.613, -2.017)
C (3.398, 5.694, -1.502)
N (4.569, 5.192, -0.748)
H (1.565, 0.801, 4.086)
H (0.075, 1.894, 3.968)
H (1.556, 0.451, 1.755)
H (-1.071, 1.322, 1.465)
H (-0.372, 2.833, 1.834)
H (1.906, 0.917, -0.303)
H (0.447, -0.032, -0.232)
H (0.057, 0.038, -2.517)
H (0.900, 1.545, -2.772)
H (3.037, 0.342, -2.176)
H (2.306, -0.075, -3.695)
H (2.140, -1.177, -2.331)
H (-2.631, 2.622, 0.449)
H (-3.950, 2.036, -0.971)
H (-3.585, 4.318, 0.392)
H (-2.524, 5.493, 0.968)
H (-0.062, 5.222, -1.170)
H (-0.875, 4.984, 1.580)
H (2.079, 5.549, 0.929)
H (1.190, 6.204, 2.228)
H (2.391, 4.561, 3.294)
H (0.672, 3.940, 3.181)
H (1.970, 3.199, 2.107)
H (0.186, 3.213, -1.872)
H (2.370, 2.613, -1.483)
H (2.527, 3.585, -0.107)
H (1.550, 5.103, -2.452)
H (2.933, 4.149, -2.845)
H (3.793, 6.227, -2.359)
H (2.861, 6.426, -0.910)
H (4.328, 5.007, 0.194)
H (5.010, 4.411, -1.217)
F (-3.755, 5.272, 2.244)
C (1.499, -2.127, 2.278)
O (1.557, -2.530, 3.435)
O (2.515, -1.939, 1.555)
O (0.425, -1.807, 1.687)
Ca (2.474, 3.761, 5.011)
Ca (3.377, 3.964, 1.408)
B (4.152, 9.378, -2.835)
F (3.435, 10.500, -3.210)
F (3.524, 8.216, -3.395)
F (5.463, 9.436, -3.287)
F (4.133, 9.214, -1.423)
C (-3.455, -2.461, -2.027)
C (-4.038, -3.660, -1.618)
C (-3.410, -4.457, -0.656)
C (-2.192, -4.043, -0.102)
C (-1.608, -2.830, -0.509)
C (-2.244, -2.046, -1.474)
H (-3.939, -1.856, -2.782)
H (-4.975, -3.985, -2.051)
H (-3.854, -5.396, -0.341)
H (-1.703, -4.666, 0.653)
H (-0.668, -2.509, -0.073)
H (-1.786, -1.119, -1.795)
C (-3.564, -8.531, 2.424)
C (-3.176, -7.084, 2.526)
O (-2.488, -6.542, 1.683)
C (-3.684, -6.327, 3.733)
H (-3.145, -8.954, 1.519)
H (-3.186, -9.083, 3.285)
H (-4.651, -8.619, 2.391)
H (-3.314, -6.784, 4.650)
H (-4.775, -6.338, 3.752)
H (-3.330, -5.293, 3.696)
C (-1.248, -8.108, -0.863)
F (-2.493, -8.056, -1.369)
F (-0.877, -6.842, -0.615)
F (-1.333, -8.722, 0.322)
S (-0.080, -8.952, -2.001)
O (-0.107, -8.122, -3.170)
O (-0.600, -10.276, -2.130)
N (1.163, -8.769, -1.058)
S (2.596, -9.300, -1.502)
O (3.200, -8.565, -2.570)
O (2.736, -10.720, -1.516)
C (3.483, -8.743, 0.015)
F (2.984, -9.318, 1.111)
F (3.388, -7.414, 0.174)
F (4.768, -9.059, -0.079)
Ca (-3.440, -2.641, 1.131)
F (-1.548, 0.660, 3.536)

---

> Which value of HOMO level does entry 1 give?

-0.1369 hartree

---

> Number 4 is which compound?

C30H44BCa3Cl2F12IN3O11S2

---

Repeat the third record exactly.
An isolated molecule of H3IP2S2 in a non-equilibrium geometry. Source: the Open Molecules 2025 dataset; level of theory: wB97M-V/def2-TZVPD.

Summary:
- ΔE to the lowest compared entry with this formula, charge and spin: 16.2 kcal per mole
- Kohn-Sham gap: 0.3152 Eh
- Multiplicity: 1
- HOMO level: -0.3309 hartree

Atoms and positions in Å:
P (1.311, -1.304, -0.934)
P (-0.346, 0.000, -0.066)
S (-2.086, -0.600, -0.637)
S (0.159, 1.995, -0.455)
I (3.130, -0.071, 0.076)
H (1.069, -1.780, 0.219)
H (0.071, 0.233, 1.292)
H (0.050, 1.816, -1.786)